16
Properties=species:S:1:pos:R:3:lowdin_charge:R:1 method="wB97M-V/def2-TZVPD" smiles="CN/C(=N/N)OC" charge=0
C 0.6306 2.0599 1.2208 -0.146
C -0.2294 0.1725 -0.0855 -0.487
C 0.7701 -1.4665 -1.0431 -0.228
H 1.6052 2.7627 1.1705 0.114
H 0.5753 1.3852 2.1944 0.098
H -0.4126 2.6757 1.2807 0.112
H 1.5824 1.2879 -0.2775 0.101
H 0.8202 -1.9785 -2.0662 0.099
H 0.5861 -2.2924 -0.0204 0.186
H 1.9256 -1.4492 -1.0057 0.083
H -2.2571 -1.3141 -1.0828 0.083
H -3.1004 -1.1888 0.3548 0.104
N 0.6273 1.3006 -0.0287 -0.013
N -1.1383 -0.3470 0.7053 0.052
N -2.0732 -1.2476 -0.0448 -0.065
O 0.0881 -0.3602 -1.2718 -0.094



16
Properties=species:S:1:pos:R:3:lowdin_charge:R:1 method="wB97M-V/def2-TZVPD" smiles="NCNC(=O)CN" charge=0
O 0.4339 1.5148 0.0599 0.073
C 0.4048 0.3174 0.2188 -0.471
N -0.2465 -0.4976 -0.7158 0.059
C -1.4496 -0.0278 -1.3583 -0.306
N -2.6246 -0.7218 -0.8960 0.011
C 1.1655 -0.4323 1.2910 -0.200
N 2.5223 0.1449 1.3669 0.001
H -0.2589 -1.4906 -0.6334 0.113
H -1.5278 1.0469 -1.1949 0.115
H -1.3692 -0.0984 -2.4658 0.118
H -3.4920 -0.2709 -1.1056 0.061
H -2.6345 -1.6577 -1.2798 0.064
H 1.2200 -1.4927 1.0445 0.106
H 0.6231 -0.3735 2.2428 0.120
H 2.9973 -0.3114 2.1488 0.066
H 2.4072 1.0807 1.7649 0.071



16
Properties=species:S:1:pos:R:3:lowdin_charge:R:1 method="wB97M-V/def2-TZVPD" charge=0
O -0.8333 1.0067 0.3201 -0.024
C -0.7857 -0.2059 0.9302 -0.515
N -1.4525 -0.4458 1.9644 0.182
C 0.1187 -1.1661 0.3472 0.020
N 1.1140 -0.9271 -0.4959 0.029
C 0.8969 0.0034 -1.5743 -0.401
N 1.3092 1.2202 -1.0488 -0.023
H -2.0687 0.3353 2.1688 0.076
H -2.6966 0.0864 -1.4275 0.046
H -2.3078 0.3906 -1.9882 0.040
H 0.2202 -2.1240 0.8569 0.133
H 2.0090 -0.7763 0.0127 0.179
H 1.4445 -0.4029 -2.4362 0.127
H -0.1759 -0.1727 -1.8092 0.085
H 2.0988 1.6285 -1.5316 0.026
H 0.0562 1.2706 -0.0668 0.021



Kohn-Sham gap (eV)
9.1; 10.5; 6.0
Largest force on an atom (eV/Å)
8.7; 1.9; 3.4
ΔE to the lowest compared entry with this formula, charge and spin (eV)
5.8108; 0.8195; 6.0222